[1]
{
  "formula": "C18H48Li5O26P2S6",
  "method": "ωB97M-V/def2-TZVPD",
  "e_tot_ev": -157308.152,
  "total_charge": -1,
  "relative_energy_kj_mol": 0.0,
  "symbols": ["Li", "Li", "Li", "Li", "Li", "P", "O", "O", "O", "O", "P", "O", "O", "O", "O", "O", "S", "O", "O", "C", "C", "C", "H", "H", "H", "H", "H", "H", "H", "H", "O", "S", "O", "O", "C", "C", "C", "H", "H", "H", "H", "H", "H", "H", "H", "O", "S", "O", "O", "C", "C", "C", "H", "H", "H", "H", "H", "H", "H", "H", "O", "S", "O", "O", "C", "C", "C", "H", "H", "H", "H", "H", "H", "H", "H", "O", "S", "O", "O", "C", "C", "C", "H", "H", "H", "H", "H", "H", "H", "H", "O", "S", "O", "O", "C", "C", "C", "H", "H", "H", "H", "H", "H", "H", "H"],
  "coordinates": [[2.198, -1.578, 0.315], [-2.403, 0.161, 1.112], [-1.306, -2.583, 0.834], [-0.103, -0.617, 2.887], [0.672, 1.590, -0.155], [-2.349, -2.029, 3.291], [-2.106, -3.276, 2.287], [-3.100, -2.678, 4.471], [-2.220, -0.525, 2.859], [-0.820, -2.236, 3.875], [-0.047, -0.530, 0.424], [1.160, -0.309, -0.521], [-1.416, -0.949, -0.187], [-0.278, 0.747, 1.320], [0.328, -1.735, 1.273], [2.057, 2.108, 1.227], [2.157, 3.275, 2.026], [3.421, 3.913, 2.232], [1.158, 4.349, 1.406], [1.547, 5.735, 1.450], [0.328, 6.580, 1.174], [1.387, 2.957, 3.562], [2.307, 5.917, 0.686], [2.045, 5.991, 2.386], [0.645, 7.620, 1.238], [-0.494, 6.390, 1.868], [-0.110, 6.323, 0.209], [2.063, 2.321, 4.131], [0.489, 2.363, 3.384], [1.148, 3.887, 4.069], [1.764, 2.272, -1.701], [2.024, 2.158, -3.082], [1.094, 2.635, -4.042], [3.372, 2.934, -3.351], [4.530, 2.500, -2.570], [5.478, 3.682, -2.545], [2.466, 0.491, -3.405], [5.024, 1.689, -3.100], [4.158, 2.299, -1.568], [5.012, 4.556, -2.086], [5.853, 3.976, -3.523], [6.320, 3.471, -1.880], [1.571, -0.115, -3.477], [3.112, 0.159, -2.598], [3.015, 0.440, -4.345], [-6.370, -0.249, -1.260], [-5.188, -0.834, -0.694], [-4.130, -0.059, -0.181], [-5.580, -1.822, 0.470], [-6.886, -2.398, 0.536], [-7.297, -2.561, 1.994], [-4.492, -1.973, -1.886], [-6.893, -3.397, 0.080], [-7.617, -1.842, -0.050], [-8.386, -2.668, 1.994], [-7.080, -1.664, 2.569], [-6.818, -3.444, 2.401], [-3.425, -2.024, -1.688], [-4.713, -1.557, -2.866], [-5.017, -2.910, -1.718], [2.053, -3.200, -0.911], [1.669, -3.293, -2.269], [2.546, -2.885, -3.322], [1.293, -4.804, -2.481], [1.158, -5.312, -3.826], [2.327, -6.207, -4.166], [0.120, -2.509, -2.523], [1.028, -4.487, -4.523], [0.277, -5.953, -3.808], [2.091, -6.725, -5.096], [2.504, -6.903, -3.350], [3.235, -5.630, -4.348], [0.282, -1.445, -2.680], [-0.552, -2.578, -1.672], [-0.288, -2.898, -3.457], [3.061, -1.301, 2.079], [2.884, -0.927, 3.456], [1.710, -0.252, 3.899], [3.016, -2.235, 4.271], [1.726, -2.869, 4.692], [1.927, -3.444, 6.059], [4.337, -0.097, 3.980], [1.532, -3.688, 4.004], [0.841, -2.216, 4.615], [1.005, -3.952, 6.338], [2.234, -2.747, 6.842], [2.718, -4.205, 6.025], [4.265, 0.074, 5.050], [4.467, 0.773, 3.343], [5.116, -0.845, 3.839], [-2.995, 2.616, 0.455], [-2.287, 2.900, -0.734], [-0.862, 2.827, -0.773], [-2.874, 1.934, -1.821], [-2.190, 1.820, -3.090], [-1.828, 0.363, -3.265], [-2.778, 4.492, -1.315], [-1.264, 2.388, -3.094], [-2.899, 2.138, -3.854], [-2.691, -0.266, -3.492], [-1.343, 0.040, -2.339], [-1.146, 0.223, -4.108], [-2.357, 4.689, -2.296], [-2.462, 5.181, -0.534], [-3.865, 4.488, -1.366]],
  "atomic_forces_ev_per_a": [[-0.537, -0.383, 0.719], [-0.058, -0.170, 0.619], [-0.202, -0.442, 1.036], [-1.087, -0.985, 0.847], [0.340, 0.428, 0.191], [6.166, -5.970, 4.338], [-2.446, 2.126, -2.481], [-2.269, 2.468, -1.321], [-2.035, -0.352, -1.245], [0.629, 2.452, 0.161], [-1.066, -0.686, 1.625], [-0.451, 1.120, -1.210], [0.460, 0.807, -1.223], [0.269, -0.818, -1.702], [1.312, -0.172, 0.032], [0.569, -0.151, -0.583], [-0.649, 0.547, 0.595], [0.404, 0.010, -0.011], [0.158, -0.029, -0.062], [0.261, 0.249, -0.274], [-0.323, -0.429, 0.111], [-0.230, -0.525, 0.184], [-0.100, -0.153, -0.105], [-0.320, -0.189, 0.217], [-0.283, 0.103, -0.213], [0.299, 0.092, 0.358], [0.357, 0.290, -0.223], [0.059, 0.149, 0.104], [-0.043, 0.112, -0.217], [0.168, 0.059, 0.040], [-0.498, 0.433, 1.340], [0.706, -0.435, -0.676], [-0.363, 0.227, -0.393], [0.251, -0.250, -0.423], [0.049, 1.397, -0.354], [0.104, 0.417, 0.745], [0.377, -0.100, -0.413], [-0.305, -0.413, 0.300], [0.295, -0.499, 0.041], [-0.234, -0.083, -0.171], [-0.053, -0.201, -0.092], [0.084, -0.243, -0.230], [-0.026, 0.062, 0.205], [-0.217, -0.176, 0.139], [-0.114, 0.085, -0.069], [0.070, 0.211, 0.035], [-0.243, -1.590, -0.293], [0.387, 1.052, 0.453], [-0.034, 0.400, -0.088], [-0.767, -0.753, 0.093], [-0.305, 0.283, -0.675], [-0.423, 0.552, 0.286], [0.461, 0.079, -0.046], [0.241, 0.510, 0.186], [0.034, -0.275, 0.138], [0.284, -0.095, 0.087], [0.066, 0.161, 0.380], [0.011, -0.153, 0.076], [0.073, -0.124, -0.068], [0.179, -0.176, -0.229], [0.751, 0.050, 0.873], [-1.170, 0.134, -0.750], [0.455, 0.161, -0.213], [0.089, -0.252, 0.171], [0.015, -0.603, 0.181], [0.259, 0.568, -0.360], [-0.124, 0.533, -0.479], [0.012, -0.039, -0.095], [-0.255, 0.369, 0.058], [0.032, -0.227, 0.118], [-0.035, -0.160, -0.088], [-0.004, 0.023, 0.154], [0.247, -0.085, 0.265], [0.046, -0.264, 0.024], [-0.146, -0.207, 0.154], [0.365, 0.743, -0.662], [-0.194, -1.741, 0.366], [-0.139, 1.233, -0.493], [0.114, 0.167, 0.344], [-0.409, -0.710, 0.378], [0.668, -0.596, 0.204], [0.061, -0.675, 0.015], [0.101, 0.197, -0.289], [-0.061, 0.139, -0.211], [-0.075, 0.173, 0.065], [-0.313, 0.288, -0.136], [-0.057, -0.042, 0.046], [-0.150, 0.435, -0.049], [0.134, 0.157, 0.191], [0.200, 0.237, -0.228], [-0.236, -0.085, 0.630], [-0.375, -0.231, -0.501], [0.640, 0.204, -0.151], [-0.045, 0.396, -0.084], [0.021, -0.778, -0.272], [0.214, -0.210, -0.166], [-0.293, -0.192, 0.260], [-0.140, 0.377, -0.017], [0.131, 0.316, 0.013], [-0.064, 0.086, 0.339], [-0.171, -0.272, -0.065], [0.113, 0.245, 0.003], [0.222, 0.108, 0.084], [0.133, 0.191, -0.236], [-0.012, -0.021, 0.012]]
}

[2]
{
  "formula": "C4H5BrN2O",
  "method": "ωB97M-V/def2-TZVPD",
  "smiles": "C[C@](Br)(C#N)C(N)=O",
  "e_tot_ev": -79298.407,
  "relative_energy_kj_mol": 31.5,
  "symbols": ["C", "C", "Br", "C", "N", "C", "N", "O", "H", "H", "H", "H", "H"],
  "coordinates": [[0.052, -0.742, 1.421], [-0.482, 0.618, 0.995], [0.961, 2.018, 1.207], [-1.569, 1.038, 2.073], [-2.376, 1.410, 2.801], [-1.221, 0.813, -0.438], [-0.801, 1.846, -1.271], [-2.115, 0.110, -0.815], [-0.679, -1.463, 1.713], [0.717, -0.580, 2.226], [0.696, -0.912, 0.572], [-0.471, 2.676, -0.913], [-1.395, 1.846, -2.060]],
  "atomic_forces_ev_per_a": [[0.737, 1.479, -1.701], [-2.804, 2.019, 1.858], [-0.556, -0.789, -0.087], [1.434, -0.072, -1.960], [0.146, -0.213, 0.008], [0.871, 0.990, -0.101], [-0.393, -2.994, 0.996], [-0.008, -1.064, 0.749], [-0.557, -0.472, -0.474], [0.520, 0.176, 1.075], [0.157, -1.453, -0.223], [0.974, 1.934, 0.756], [-0.520, 0.458, -0.897]]
}

[3]
{
  "formula": "C16H33AsBr3F6O27S7",
  "method": "ωB97M-V/def2-TZVPD",
  "e_tot_ev": -435522.474,
  "total_charge": -1,
  "relative_energy_kj_mol": 500.9,
  "symbols": ["As", "F", "F", "F", "F", "F", "F", "O", "S", "O", "O", "C", "C", "C", "H", "H", "H", "H", "H", "H", "H", "H", "C", "Br", "Br", "Br", "H", "C", "C", "O", "S", "O", "O", "O", "H", "H", "H", "H", "C", "C", "O", "S", "O", "O", "O", "H", "H", "H", "H", "C", "C", "O", "S", "O", "O", "O", "H", "H", "H", "H", "C", "C", "O", "S", "O", "O", "O", "H", "H", "H", "H", "C", "C", "O", "S", "O", "O", "O", "H", "H", "H", "H", "C", "C", "O", "S", "O", "O", "O", "H", "H", "H", "H"],
  "coordinates": [[-0.651, 0.662, -0.309], [0.888, 1.474, 0.213], [-1.673, 1.876, 0.471], [-2.080, -0.190, -1.069], [0.386, -0.595, -1.021], [-0.740, -0.371, 1.122], [-0.609, 1.574, -1.866], [-2.770, -6.227, -7.138], [-2.117, -5.754, -5.924], [-1.692, -6.627, -4.832], [-0.811, -4.870, -6.357], [-0.032, -4.296, -5.358], [1.370, -4.924, -5.538], [-3.295, -4.472, -5.220], [-0.397, -4.490, -4.350], [0.150, -3.236, -5.537], [2.162, -4.406, -4.996], [1.664, -4.729, -6.569], [1.456, -6.006, -5.446], [-3.124, -4.390, -4.147], [-4.275, -4.775, -5.590], [-2.982, -3.526, -5.662], [-0.509, 8.161, -4.455], [-0.970, 6.429, -5.310], [1.440, 8.468, -4.452], [-1.436, 8.293, -2.673], [-0.758, 8.936, -5.180], [5.479, 4.349, -2.708], [5.431, 3.232, -3.745], [6.663, 3.312, -4.400], [7.294, 4.859, -4.490], [6.860, 5.522, -5.702], [8.689, 4.802, -4.018], [6.247, 5.424, -3.301], [6.027, 4.031, -1.821], [4.560, 4.917, -2.563], [4.598, 3.451, -4.414], [5.274, 2.212, -3.396], [-7.510, 3.875, -4.530], [-6.382, 3.460, -3.492], [-7.059, 3.568, -2.281], [-8.008, 4.919, -2.186], [-7.246, 6.134, -2.278], [-9.114, 4.777, -1.253], [-8.549, 4.487, -3.727], [-7.943, 2.966, -4.948], [-7.112, 4.537, -5.300], [-5.600, 4.218, -3.447], [-5.967, 2.479, -3.724], [-3.474, -0.917, 6.727], [-3.350, -2.436, 6.827], [-2.420, -2.646, 7.829], [-1.203, -1.489, 7.770], [-0.329, -1.646, 6.615], [-0.611, -1.158, 9.084], [-2.303, -0.360, 7.340], [-4.253, -0.652, 7.441], [-3.556, -0.468, 5.737], [-2.943, -2.877, 5.918], [-4.231, -2.969, 7.186], [-0.065, 5.306, 5.115], [0.706, 6.375, 4.361], [0.835, 7.496, 5.211], [1.281, 6.851, 6.633], [0.928, 7.725, 7.756], [2.631, 6.306, 6.551], [0.192, 5.585, 6.445], [0.332, 4.297, 5.008], [-1.154, 5.294, 5.052], [0.161, 6.605, 3.446], [1.704, 6.151, 3.985], [-0.163, -7.528, 1.108], [-1.428, -6.708, 1.465], [-1.612, -6.894, 2.849], [-0.989, -8.388, 3.326], [-2.029, -9.391, 3.565], [0.103, -8.278, 4.300], [-0.276, -8.670, 1.847], [0.787, -7.098, 1.426], [-0.079, -7.773, 0.049], [-2.265, -7.189, 0.959], [-1.560, -5.630, 1.371], [5.512, -2.619, 1.185], [4.960, -2.305, 2.587], [5.595, -3.282, 3.338], [7.233, -3.306, 2.913], [7.711, -4.663, 3.058], [7.849, -2.110, 3.474], [6.890, -3.012, 1.338], [5.456, -1.811, 0.455], [5.115, -3.479, 0.644], [3.879, -2.438, 2.644], [5.203, -1.318, 2.980]],
  "atomic_forces_ev_per_a": [[0.285, -0.642, -1.611], [-1.842, -0.579, -0.195], [0.834, -0.834, -0.613], [1.136, 0.833, 1.237], [-0.474, 0.642, 0.168], [-0.060, 0.925, -0.601], [0.153, -0.390, 1.576], [1.580, 0.384, 1.522], [-0.878, 0.667, 0.806], [-0.569, 0.741, -1.633], [-2.677, -1.003, -1.220], [2.914, -0.567, 1.108], [0.357, 0.445, -0.661], [1.665, -0.550, -0.739], [-0.257, 0.165, -0.104], [-0.806, 0.121, 0.000], [-0.247, -0.127, 0.566], [-0.173, 0.010, -0.280], [-0.371, 0.082, 0.498], [-0.420, -0.338, -0.094], [0.092, 0.055, 0.458], [-0.202, -0.046, -0.179], [0.235, -0.507, -0.076], [0.317, 0.961, 0.553], [-0.678, -0.398, 0.501], [0.971, 0.108, -1.633], [-0.839, -0.176, 0.659], [0.610, 0.681, 0.094], [-1.360, 0.876, -0.069], [2.062, 0.997, -0.986], [-0.931, -0.433, 1.805], [1.257, -1.015, 1.428], [-3.298, 0.225, -1.431], [1.941, -0.634, -1.656], [-0.453, 0.075, 0.271], [-0.311, -0.970, 0.601], [0.091, -0.027, -0.420], [0.345, 0.223, 0.374], [0.455, -0.421, 1.221], [-0.541, 1.943, -1.519], [-0.694, 0.230, 3.344], [-0.794, -1.893, -2.623], [-0.456, -1.173, 0.398], [2.400, -0.060, -1.615], [0.047, 1.259, 0.661], [-0.127, 0.246, -0.150], [-0.291, 0.094, 0.102], [0.316, -0.201, -0.477], [-0.288, -0.023, 0.685], [-0.355, 0.311, 1.111], [0.306, -0.195, -1.318], [3.268, 0.272, 2.143], [0.107, 1.390, -0.187], [-1.343, -0.517, 2.008], [-2.047, -1.362, -3.172], [1.362, -0.270, 0.573], [-0.413, 0.461, -0.590], [-0.285, -0.347, 0.107], [-0.374, -0.063, -0.260], [-0.201, 0.324, -0.429], [0.594, -0.948, 0.084], [-0.238, -0.246, -2.530], [0.154, 0.287, 1.362], [-0.098, -0.490, 1.231], [0.401, -1.956, -2.741], [-2.185, 0.956, -0.013], [1.589, 2.159, 3.491], [-0.139, 0.008, -0.911], [0.078, 0.273, -0.721], [-0.188, 0.693, 0.259], [0.029, -0.769, 0.465], [0.687, 2.446, -0.697], [-0.376, -0.451, -0.592], [0.823, -2.354, 2.334], [0.846, -0.890, 0.126], [1.809, 2.360, -0.738], [-2.500, 0.427, -1.838], [-1.680, -2.227, 2.357], [-0.072, 0.828, -0.211], [-0.304, -0.048, 0.072], [-0.132, -0.001, -0.216], [0.896, -0.061, -0.606], [-0.100, 0.304, -1.127], [-0.213, 0.176, -1.318], [2.490, -1.430, 1.283], [-1.984, 0.793, -0.355], [-0.351, 2.234, 0.059], [-0.532, -2.381, -0.743], [1.027, 0.049, 1.557], [0.221, 0.337, 0.371], [-0.851, -0.065, 0.641], [0.109, -0.173, -0.012], [0.139, 0.180, -0.363]]
}